# 1
17
Properties=species:S:1:pos:R:3:lowdin_charge:R:1 method="wB97M-V/def2-TZVPD" smiles=C#CC[C@@H]1C[C@@H]1C e_homo_ha=-0.358 orbital_gap_ev=10.85 multiplicity=1 e_above_lowest_kcal_mol=62.0
C 2.21 1.34 1.18 0.10
C 1.82 0.45 0.46 -0.15
C 1.44 -0.65 -0.43 -0.17
C -0.03 -1.10 -0.48 -0.25
C -1.05 -0.45 -1.37 -0.10
C -1.24 -0.43 0.12 -0.30
C -1.24 0.88 0.87 -0.08
H 2.54 2.11 1.83 0.03
H 1.77 -0.39 -1.45 0.12
H 2.04 -1.51 -0.14 0.12
H -0.09 -2.19 -0.46 0.13
H -1.68 -1.08 -1.99 0.10
H -0.77 0.49 -1.84 0.11
H -1.98 -1.14 0.50 0.13
H -2.24 1.33 0.82 0.08
H -0.98 0.74 1.92 0.08
H -0.53 1.59 0.45 0.06


# 2
17
Properties=species:S:1:pos:R:3:lowdin_charge:R:1 method="wB97M-V/def2-TZVPD" smiles="C/C=C1/C[C@H]2C[C@@H]12" e_homo_ha=-0.314 orbital_gap_ev=9.73 multiplicity=1 e_above_lowest_kcal_mol=48.4
C -2.38 0.95 -0.15 -0.10
C -1.45 -0.08 -0.70 -0.12
C -0.24 -0.34 -0.24 -0.24
C 0.86 -1.27 -0.71 -0.09
C 1.69 -0.81 0.49 -0.21
C 1.88 0.67 0.47 -0.09
C 0.56 0.12 0.94 -0.17
H -3.16 0.45 0.43 0.07
H -2.84 1.51 -0.97 0.07
H -1.86 1.68 0.50 0.07
H -1.84 -0.67 -1.53 0.11
H 0.57 -2.33 -0.69 0.11
H 1.27 -1.02 -1.70 0.11
H 2.30 -1.46 1.11 0.13
H 1.92 1.22 -0.47 0.11
H 2.52 1.07 1.26 0.10
H 0.19 0.30 1.95 0.14


# 3
17
Properties=species:S:1:pos:R:3:lowdin_charge:R:1 method="wB97M-V/def2-TZVPD" smiles=C[C@]12C[C@@H]3[C@H](C1)[C@@H]32 e_homo_ha=-0.340 orbital_gap_ev=10.33 multiplicity=1 e_above_lowest_kcal_mol=84.1
C -1.75 0.83 0.70 -0.04
C -0.43 0.17 0.29 -0.30
C -0.36 -1.30 -0.80 -0.03
C 0.95 -0.68 -1.14 -0.24
C 1.63 0.04 0.01 -0.19
C 0.76 -0.03 1.25 -0.10
C 0.56 0.73 -0.77 -0.14
H -2.26 0.20 1.43 0.08
H -1.66 1.83 1.17 0.08
H -2.40 0.96 -0.16 0.07
H -0.36 -2.42 -0.90 0.10
H -1.21 -0.96 -1.38 0.08
H 1.63 -1.02 -1.92 0.13
H 2.69 0.23 -0.06 0.13
H 0.71 -0.95 1.84 0.11
H 1.01 0.82 1.91 0.12
H 0.48 1.57 -1.46 0.14


# 4
17
Properties=species:S:1:pos:R:3:lowdin_charge:R:1 method="wB97M-V/def2-TZVPD" smiles="C1=C2C[C@H]2[C@H]2C[C@@H]12.[H][H]" e_homo_ha=-0.287 orbital_gap_ev=8.68 multiplicity=1 e_above_lowest_kcal_mol=130.1
C 1.29 0.15 -0.43 -0.09
C 0.76 -1.07 -0.30 -0.11
C -0.57 -1.68 0.03 -0.11
C -0.69 -0.67 -1.00 -0.19
C -0.95 0.80 -0.84 -0.20
C -0.69 1.42 0.50 -0.07
C 0.42 1.38 -0.53 -0.20
H 2.36 0.23 -0.53 0.09
H -0.68 -2.72 -0.23 0.10
H -0.94 -1.41 1.01 0.11
H -0.68 -1.02 -2.03 0.14
H -1.64 1.28 -1.52 0.14
H -1.16 2.39 0.66 0.11
H -0.63 0.79 1.39 0.10
H 0.83 2.32 -0.88 0.13
H 1.40 -1.05 2.71 0.05
H 1.57 -1.16 2.00 0.02


# 5
17
Properties=species:S:1:pos:R:3:lowdin_charge:R:1 method="wB97M-V/def2-TZVPD" smiles="C1=CCC2(C1)CC2" e_homo_ha=-0.332 orbital_gap_ev=10.21 multiplicity=1 e_above_lowest_kcal_mol=56.0
C -0.71 -0.89 -1.37 -0.10
C -0.54 0.42 -1.57 -0.09
C 0.67 0.91 -0.77 -0.12
C 0.41 -0.03 0.39 -0.53
C 0.27 -1.36 -0.32 -0.12
C -0.75 0.53 1.12 -0.08
C 0.64 0.23 1.82 -0.03
H -1.56 -1.48 -1.70 0.10
H -1.22 1.09 -2.09 0.10
H 1.61 0.70 -1.30 0.11
H 0.67 1.97 -0.48 0.12
H 1.26 -1.60 -0.73 0.12
H -0.06 -2.23 0.27 0.12
H -1.07 1.55 0.87 0.10
H -1.63 -0.12 1.22 0.11
H 0.53 -0.58 2.54 0.09
H 1.50 0.88 2.09 0.10


# 6
17
Properties=species:S:1:pos:R:3:lowdin_charge:R:1 method="wB97M-V/def2-TZVPD" smiles="C=CC(C=C)=CC" e_homo_ha=-0.295 orbital_gap_ev=8.51 multiplicity=1 e_above_lowest_kcal_mol=90.5
C -0.08 2.83 0.34 -0.01
C -0.19 1.71 -0.49 -0.12
C 0.12 0.24 -0.09 -0.28
C 0.89 -0.40 -1.15 -0.17
C 1.60 -1.55 -1.04 0.02
C -0.67 -0.22 0.90 -0.12
C -1.23 -1.60 0.99 -0.10
H 0.27 2.93 1.44 0.08
H -0.26 3.81 -0.10 0.03
H 0.23 1.81 -1.48 0.08
H 0.61 -0.20 -2.21 0.12
H 2.17 -1.89 -1.93 0.06
H 1.55 -2.24 -0.23 0.05
H -0.96 0.59 1.67 0.13
H -1.02 -2.22 0.09 0.09
H -0.78 -2.06 1.94 0.09
H -2.26 -1.55 1.34 0.06


# 7
17
Properties=species:S:1:pos:R:3:lowdin_charge:R:1 method="wB97M-V/def2-TZVPD" e_homo_ha=-0.303 orbital_gap_ev=8.40 multiplicity=1 e_above_lowest_kcal_mol=118.2
C 0.49 0.62 1.73 -0.08
C 0.43 -0.84 1.37 -0.08
C 0.35 0.19 0.31 -0.45
C 1.33 0.42 -0.83 -0.15
C 0.20 0.78 -1.79 0.14
C -1.54 -0.73 -1.19 -0.06
C -0.79 0.49 -0.66 -0.35
H 1.42 1.03 2.09 0.10
H -0.38 1.04 2.21 0.10
H 1.34 -1.43 1.43 0.10
H -0.46 -1.39 1.67 0.10
H 1.94 1.33 -0.72 0.13
H 2.00 -0.38 -1.14 0.12
H -0.91 -1.39 -1.78 0.08
H -1.93 -1.34 -0.37 0.08
H -2.37 -0.40 -1.82 0.08
H -1.54 1.24 -0.38 0.14


# 8
17
Properties=species:S:1:pos:R:3:lowdin_charge:R:1 method="wB97M-V/def2-TZVPD" smiles="C=CCC=C1CC1" e_homo_ha=-0.334 orbital_gap_ev=10.25 multiplicity=1 e_above_lowest_kcal_mol=60.9
C -2.07 0.47 -0.51 -0.01
C -1.38 1.01 0.49 -0.20
C -0.86 0.17 1.62 -0.21
C 0.42 -0.52 1.18 -0.06
C 0.97 -0.43 -0.02 -0.26
C 1.18 0.26 -1.30 -0.10
C 2.00 -0.97 -0.90 -0.10
H -2.32 1.03 -1.41 0.06
H -2.39 -0.57 -0.45 0.07
H -1.05 2.04 0.43 0.10
H -1.57 -0.64 1.87 0.11
H -0.71 0.75 2.54 0.11
H 0.87 -1.20 1.90 0.11
H 0.50 0.16 -2.14 0.10
H 1.65 1.24 -1.22 0.11
H 1.73 -1.89 -1.42 0.10
H 3.06 -0.89 -0.67 0.10


# 9
17
Properties=species:S:1:pos:R:3:lowdin_charge:R:1 method="wB97M-V/def2-TZVPD" smiles="C[C@@H]1[C@@H]2C=CC[C@H]12" e_homo_ha=-0.324 orbital_gap_ev=9.98 multiplicity=1 e_above_lowest_kcal_mol=27.5
C 0.51 0.19 -1.76 -0.06
C 1.10 0.55 -0.40 -0.25
C 1.02 -0.42 0.76 -0.21
C -0.03 -1.46 0.60 -0.08
C -1.26 -0.93 0.58 -0.09
C -1.22 0.56 0.81 -0.15
C 0.27 0.89 0.81 -0.20
H 1.06 0.70 -2.56 0.07
H 0.57 -0.88 -1.95 0.08
H -0.54 0.48 -1.85 0.07
H 2.03 1.11 -0.45 0.13
H 1.90 -0.61 1.36 0.13
H 0.20 -2.51 0.40 0.11
H -2.17 -1.47 0.37 0.10
H -1.77 1.11 0.03 0.11
H -1.68 0.83 1.77 0.11
H 0.62 1.70 1.45 0.13


# 10
17
Properties=species:S:1:pos:R:3:lowdin_charge:R:1 method="wB97M-V/def2-TZVPD" smiles="C=CC1CC(=C)C1" e_homo_ha=-0.337 orbital_gap_ev=10.27 multiplicity=1 e_above_lowest_kcal_mol=49.4
C -1.78 -0.83 -0.42 0.01
C -1.51 -0.28 0.76 -0.15
C -0.42 0.74 0.97 -0.28
C 0.89 -0.12 1.06 -0.10
C 1.04 0.10 -0.42 -0.34
C 1.57 -0.62 -1.39 0.05
C 0.16 1.34 -0.34 -0.10
H -1.42 -0.41 -1.35 0.05
H -2.30 -1.78 -0.50 0.06
H -1.90 -0.73 1.67 0.10
H -0.62 1.43 1.79 0.13
H 1.70 0.40 1.58 0.12
H 0.79 -1.15 1.44 0.12
H 2.02 -1.59 -1.17 0.06
H 1.56 -0.28 -2.42 0.06
H -0.54 1.58 -1.14 0.11
H 0.77 2.22 -0.12 0.12


# 11
17
Properties=species:S:1:pos:R:3:lowdin_charge:R:1 method="wB97M-V/def2-TZVPD" smiles="C=C1C[C@H]1/C=C/C" e_homo_ha=-0.315 orbital_gap_ev=9.70 multiplicity=1 e_above_lowest_kcal_mol=88.8
C -0.51 -2.94 1.61 0.02
C 0.30 -2.07 1.00 -0.26
C 1.47 -1.64 0.22 -0.10
C 0.57 -0.48 0.81 -0.20
C -0.06 0.48 -0.12 -0.12
C -0.15 1.83 -0.24 -0.15
C -0.87 2.46 -1.43 -0.10
H -1.28 -2.71 2.42 0.07
H -0.36 -4.06 1.42 0.07
H 1.45 -1.93 -0.85 0.11
H 2.46 -1.95 0.65 0.11
H 0.94 -0.14 1.84 0.15
H -0.50 -0.20 -0.96 0.14
H 0.32 2.41 0.50 0.08
H -0.41 2.06 -2.43 0.12
H -0.93 3.51 -1.42 0.04
H -1.81 2.06 -1.28 0.03


# 12
20
Properties=species:S:1:pos:R:3:lowdin_charge:R:1 method="wB97M-V/def2-TZVPD" e_homo_ha="-0.072 / -0.042" orbital_gap_ev="3.71 / 4.13" multiplicity=1 e_above_lowest_kcal_mol=40.3 charge=-1
C -0.30 0.62 -1.31 -0.20
C 1.02 1.16 -1.34 -0.17
C 1.20 2.00 -0.21 -0.15
C 0.01 2.01 0.54 -0.17
C -0.97 1.21 -0.15 -0.23
Al -0.04 -0.64 0.55 -0.16
N -3.96 0.05 0.89 -0.34
C 0.38 -2.27 -0.06 -0.24
C 1.67 -1.64 0.18 -0.13
H 2.09 2.60 -0.01 0.09
H 1.76 0.99 -2.13 0.09
H -0.18 2.60 1.44 0.10
H -2.06 1.28 -0.03 0.05
H -0.80 0.10 -2.13 0.11
H 2.30 -1.38 -0.67 0.06
H 0.04 -3.01 0.68 0.09
H -3.96 -0.99 0.99 -0.34
H 2.28 -1.78 1.09 0.08
H -0.02 -2.46 -1.08 0.09
Br -0.45 -0.45 2.76 0.37


Please write out number 4 again, unchanged.
17
Properties=species:S:1:pos:R:3:lowdin_charge:R:1 method="wB97M-V/def2-TZVPD" smiles="C1=C2C[C@H]2[C@H]2C[C@@H]12.[H][H]" e_homo_ha=-0.287 orbital_gap_ev=8.68 multiplicity=1 e_above_lowest_kcal_mol=130.1
C 1.29 0.15 -0.43 -0.09
C 0.76 -1.07 -0.30 -0.11
C -0.57 -1.68 0.03 -0.11
C -0.69 -0.67 -1.00 -0.19
C -0.95 0.80 -0.84 -0.20
C -0.69 1.42 0.50 -0.07
C 0.42 1.38 -0.53 -0.20
H 2.36 0.23 -0.53 0.09
H -0.68 -2.72 -0.23 0.10
H -0.94 -1.41 1.01 0.11
H -0.68 -1.02 -2.03 0.14
H -1.64 1.28 -1.52 0.14
H -1.16 2.39 0.66 0.11
H -0.63 0.79 1.39 0.10
H 0.83 2.32 -0.88 0.13
H 1.40 -1.05 2.71 0.05
H 1.57 -1.16 2.00 0.02


Question: Look up the multiplicity of the eleventh one.
Answer: 1